(1)
100
Properties=species:S:1:pos:R:3:lowdin_charge:R:1 method="wB97M-V/def2-TZVPD" de_lowest_kcal_mol=28.59 fmax_ev_per_a=1.8 total_charge=-2 energy_ev=-104228.1706 homo_lumo_gap_ev=4.01
Sr 0.18487 0.16898 0.02025 1.229
C -1.24450 2.39735 -4.30399 -0.039
C -0.75173 2.09226 -3.03101 -0.089
N -0.60888 0.85505 -2.60262 0.098
C -0.93205 -0.15912 -3.41716 -0.145
C -1.40691 0.04135 -4.73309 -0.152
C -1.57176 1.37433 -5.15641 -0.020
C -1.68840 -1.07158 -5.57221 -0.039
C -1.50216 -2.34068 -5.12733 -0.036
C -1.06007 -2.58814 -3.79818 -0.143
C -0.88179 -3.88886 -3.28384 -0.001
C -0.50002 -4.05498 -1.98226 -0.030
C -0.30469 -2.91761 -1.18937 -0.152
N -0.44035 -1.69087 -1.64277 0.041
C -0.79740 -1.51199 -2.92601 -0.139
H -1.35369 3.43021 -4.60575 0.104
H -0.44865 2.87156 -2.33816 0.120
H -1.95298 1.57185 -6.15174 0.108
H -2.05281 -0.89285 -6.57736 0.106
H -1.69628 -3.18518 -5.77831 0.107
H -1.04547 -4.74039 -3.93443 0.113
H -0.32260 -5.03181 -1.55758 0.111
H -0.02114 -3.01620 -0.15253 0.074
F -3.88699 4.20995 0.50458 0.025
C -3.70214 2.86523 0.60219 -0.290
C -2.50469 2.30449 0.21766 -0.102
C -2.28817 0.91693 0.27587 -0.172
C -3.36878 0.14441 0.74027 -0.198
C -4.54787 0.75324 1.16369 -0.239
F -5.56863 0.01736 1.71149 0.018
C -4.74840 2.11529 1.10927 0.027
C -3.23328 -1.32724 0.83271 -0.217
C -4.26956 -2.18552 0.44021 -0.015
C -4.10749 -3.55162 0.56467 -0.081
C -2.92289 -4.04332 1.09721 -0.078
C -1.94592 -3.12589 1.44562 -0.172
N -2.07649 -1.81317 1.29563 0.122
H -1.71056 2.97459 -0.10456 0.086
H -5.66175 2.56802 1.46832 0.114
H -5.18936 -1.77956 0.04462 0.109
H -4.89829 -4.22579 0.25612 0.096
H -2.75735 -5.10527 1.22583 0.094
H -1.00847 -3.46728 1.87787 0.074
C -1.44618 1.33578 3.55474 -0.167
Si -0.24845 2.74526 3.15646 0.355
C -1.29131 4.27197 3.69466 -0.205
C 1.16937 2.67691 4.44185 -0.183
N 0.39876 2.61285 1.60625 -0.126
C 0.87979 3.59245 0.78757 -0.373
C 0.49343 4.94796 0.88454 -0.085
C 1.01082 5.95720 0.07961 -0.178
C 1.93912 5.63546 -0.89647 -0.183
C 2.31679 4.30545 -1.05885 -0.098
C 1.82503 3.25237 -0.26117 -0.372
N 2.18599 1.94367 -0.43274 -0.174
Si 3.53322 1.25205 -1.18068 0.350
C 4.52492 0.24771 0.09882 -0.178
C 3.01208 0.10255 -2.59586 -0.182
C 4.91710 2.34686 -1.95089 -0.211
H -1.60946 1.28676 4.63679 0.028
H -1.08193 0.35713 3.23633 -0.015
H -2.41436 1.50395 3.07536 0.014
H -1.78352 4.08373 4.65484 0.010
H -2.07722 4.46480 2.95673 0.009
H -0.69662 5.18390 3.79869 0.008
H 0.84411 2.94465 5.45367 0.007
H 1.97510 3.35533 4.14880 0.015
H 1.58417 1.66513 4.47689 -0.008
H -0.25170 5.19781 1.62963 0.060
H 0.68461 6.98526 0.21075 0.069
H 2.36186 6.40564 -1.53601 0.066
H 3.00776 4.04703 -1.85226 0.061
H 4.04238 -0.71608 0.26422 -0.023
H 4.58576 0.77165 1.05553 0.022
H 5.54450 0.04512 -0.24454 0.019
H 2.17963 -0.53942 -2.29189 -0.019
H 3.83102 -0.56462 -2.88233 0.027
H 2.69480 0.65973 -3.48167 0.020
H 5.22254 3.13263 -1.25441 0.017
H 4.59695 2.82966 -2.87917 0.005
H 5.80132 1.74402 -2.18199 0.008
O 0.04813 -1.58348 3.75506 -0.525
S 0.91737 -1.73204 2.55591 0.841
C 2.53713 -0.99274 3.01457 -0.282
C 3.57476 -2.10491 3.00962 -0.228
C 2.84742 -3.34318 3.52907 -0.229
C 1.57811 -3.44153 2.69778 -0.304
H 2.36266 -0.59868 4.01540 0.089
H 2.75498 -0.17572 2.32506 0.073
H 4.43939 -1.84916 3.62598 0.113
H 3.92765 -2.28727 1.99333 0.090
H 2.58813 -3.21104 4.58391 0.110
H 3.45529 -4.24517 3.43462 0.111
H 0.79163 -4.03675 3.16082 0.087
H 1.77748 -3.81896 1.70081 0.054
O 2.82782 -3.17442 -2.31312 -0.329
Cl 2.93755 -3.34156 -0.89932 0.638
O 4.31208 -3.47196 -0.50951 -0.336
O 2.20987 -4.52902 -0.50241 -0.368
O 2.36574 -2.19426 -0.22467 -0.421



(2)
40
Properties=species:S:1:pos:R:3:lowdin_charge:R:1 method="wB97M-V/def2-TZVPD" de_lowest_kcal_mol=318.69 fmax_ev_per_a=13.6 energy_ev=-37489.7909 homo_lumo_gap_ev=8.84
C -5.60167 -0.13113 -0.31433 -0.090
H -5.96421 0.71776 -1.02015 0.114
H -5.96868 -1.17173 -0.88750 0.150
H -6.15985 -0.06389 0.51139 0.026
O -4.17799 -0.08942 -0.35391 -0.090
C -3.56956 0.97525 0.43771 -0.326
O -4.15376 2.03613 0.79939 0.080
C -2.13452 0.67137 0.56930 -0.198
N -1.56370 -0.54357 0.05237 0.122
C -0.76279 -1.18187 0.85020 -0.395
O -0.53543 -1.23897 2.15512 -0.044
N -0.01964 -2.36008 0.10301 0.011
H -0.09172 -1.97712 -1.00693 0.197
C 1.06270 -2.89364 0.80360 -0.167
C 2.28181 -1.96362 0.38826 -0.184
C 3.10111 -1.94702 -0.55932 -0.126
C 4.02373 -0.94329 -0.93059 -0.013
C 4.35506 -0.05802 0.06507 -0.414
C 3.47451 -0.13777 1.17603 -0.090
C 2.61421 -0.94082 1.56168 -0.001
H 2.03673 -0.89960 2.25461 0.009
H 3.95416 0.70517 2.07105 0.193
F 5.29027 0.67226 -0.14808 0.213
H 4.68760 -1.15926 -1.65316 0.074
H 2.75447 -3.02854 -1.54624 0.214
H 0.81266 -2.96981 1.80533 0.106
H 1.24143 -3.63288 0.19738 0.048
H -1.69365 -0.75259 -0.83426 0.086
H -1.90168 0.72923 1.85015 0.251
C -1.43689 2.05842 0.20958 -0.139
C 0.07106 1.73764 0.29248 -0.445
H 0.60962 2.80289 0.17686 0.119
H 0.32185 1.29377 1.24463 0.071
S 0.87834 1.01924 -1.14773 0.801
C 1.34915 2.34221 -2.19674 -0.395
H 2.01766 2.71672 -1.58404 -0.052
H 1.66073 1.77467 -3.23859 0.128
H 0.45565 2.96223 -2.14873 0.032
H -1.75605 2.81345 0.75758 0.075
H -1.56270 2.05625 -0.76249 0.053



(3)
107
Properties=species:S:1:pos:R:3:mulliken_spin:R:1 method="wB97M-V/def2-TZVPD" fmax_ev_per_a=4.1 multiplicity=3 total_charge=-1 energy_ev=-159990.2328 homo_lumo_gap_ev="6.63 / 6.58"
Ni -0.53472 -0.90079 0.99117 1.667
C 2.49433 -2.37265 2.39984 0.000
Si 0.84950 -2.82514 3.11134 0.009
C 0.05355 -4.32001 2.21563 0.003
C 1.30411 -3.54300 4.80353 0.015
C -0.29896 -1.35492 3.20048 0.132
Si 0.25836 0.25109 4.10254 0.008
C -0.30933 1.98609 3.83946 0.000
C 2.14498 0.31930 4.32249 0.000
C -0.30237 0.06736 5.91941 0.009
Si -2.00329 -1.82688 3.56389 -0.014
C -3.30430 -0.38402 3.86881 -0.001
C -2.38797 -2.88033 5.00773 0.008
C -2.64048 -2.73829 1.93388 0.010
C -3.87055 -3.37791 1.88798 -0.004
C -4.46853 -3.65873 0.69018 0.000
C -3.73271 -3.33313 -0.47965 0.002
C -2.55750 -2.71528 -0.33032 -0.003
N -2.06106 -2.33983 0.86817 0.021
H 2.96592 -1.65331 3.07029 0.000
H 2.49690 -1.81954 1.45244 0.003
H 3.02659 -3.31443 2.28124 -0.001
H 0.70688 -5.19065 2.11191 -0.001
H -0.42029 -4.06472 1.26356 0.000
H -0.84889 -4.64102 2.66323 0.001
H 0.52150 -4.13351 5.25820 -0.001
H 1.50250 -2.78352 5.64258 -0.001
H 2.15820 -4.24358 4.73120 0.000
H 0.35152 2.65805 4.32172 0.000
H -1.26499 2.19983 4.35060 0.000
H -0.51713 2.26123 2.78679 0.000
H 2.61457 0.73931 3.49926 0.001
H 2.57503 -0.62675 4.57623 0.000
H 2.20545 0.96837 5.20273 0.000
H -1.37155 0.19401 5.98110 0.000
H 0.09737 0.94804 6.39646 0.000
H 0.05733 -0.78752 6.42840 0.002
H -3.02209 0.08598 4.83620 -0.001
H -4.36670 -0.74605 3.77686 -0.001
H -3.20921 0.44740 3.14217 0.003
H -3.30392 -3.51696 4.84790 0.001
H -2.59285 -2.17607 5.78539 0.002
H -1.54898 -3.50779 5.19554 -0.001
H -4.41706 -3.59961 2.72409 0.001
H -5.42109 -4.18645 0.70682 0.000
H -4.12567 -3.47769 -1.43419 0.000
H -1.96727 -2.21965 -1.19739 -0.004
S -2.24957 0.64976 0.88101 0.083
C -2.74818 0.75100 -0.71233 -0.011
N -3.98245 1.11775 -1.03779 0.004
N -4.16229 1.51523 -2.36358 0.000
C -5.36088 1.48219 -2.99023 0.000
C -5.66656 2.21130 -4.14395 0.000
C -6.80127 2.00616 -4.86212 0.000
C -7.92994 1.24415 -4.45105 0.000
C -7.66567 0.47395 -3.29585 0.000
C -6.46328 0.66282 -2.55030 0.000
N -1.82156 0.33834 -1.73767 -0.010
N -1.49836 1.28928 -2.47944 0.013
C -0.42757 0.96202 -3.33535 -0.002
C 0.00966 -0.35605 -3.62597 -0.001
C 0.91034 -0.56789 -4.68712 -0.001
C 1.42747 0.50310 -5.40089 0.001
C 0.91143 1.79177 -5.13246 -0.001
C 0.06097 2.04351 -4.06298 0.002
H -3.57209 2.34349 -2.57475 0.000
H -4.95858 2.90917 -4.57625 0.000
H -6.89331 2.62956 -5.72055 0.000
H -8.84670 1.21966 -4.98515 0.000
H -8.59681 0.03346 -2.93305 0.000
H -6.39650 0.11681 -1.60311 0.000
H -0.50569 -1.11089 -3.02090 0.002
H 1.23494 -1.61472 -4.87812 0.000
H 2.19047 0.36733 -6.10500 0.000
H 1.20098 2.61415 -5.88073 0.000
H -0.22384 3.06847 -3.83957 0.000
Cl 4.51703 -1.32160 -2.84891 0.000
C 5.84866 -0.22056 -2.53224 0.000
C 7.11831 -0.60007 -2.77767 0.000
C 8.16766 0.29966 -2.63822 0.000
C 7.95584 1.52626 -2.12525 0.000
C 6.61769 1.88142 -1.72863 0.000
Cl 6.37412 3.39640 -0.97667 0.000
C 5.52726 1.03331 -1.93536 0.000
N 4.21188 1.28882 -1.48372 0.000
C 3.46558 2.43958 -1.85592 0.001
C 3.76405 3.11311 -3.06894 0.000
C 3.05731 4.32952 -3.26821 0.000
C 2.16236 4.85806 -2.32877 0.000
C 1.98035 4.16304 -1.13435 0.000
C 2.55200 2.90761 -0.88216 -0.001
C 2.32108 2.23339 0.48057 0.007
C 1.65068 0.87902 0.44712 0.008
O 1.90791 0.14325 -0.51737 0.008
O 0.89719 0.52782 1.40424 0.008
H 7.28212 -1.52203 -3.34386 0.000
H 9.13575 -0.04274 -3.01731 0.000
H 8.76634 2.23963 -1.91839 0.000
H 3.64533 0.49484 -1.38110 0.001
H 4.52761 2.67234 -3.68915 0.000
H 3.30541 5.00225 -4.15988 0.000
H 1.76970 5.86395 -2.61210 0.000
H 1.39397 4.63618 -0.38307 0.000
H 1.70279 2.86670 1.06139 0.000
H 3.28010 1.99971 0.96177 0.001
O 1.51140 -3.11332 -1.35176 -0.003
C 0.89217 -2.53675 -0.60877 0.025



(4)
21
Properties=species:S:1:pos:R:3:mulliken_spin:R:1 method="wB97M-V/def2-TZVPD" de_lowest_kcal_mol=54.81 fmax_ev_per_a=6.3 multiplicity=3 total_charge=+1 energy_ev=-15840.1924 homo_lumo_gap_ev="9.00 / 6.21"
C 0.74734 -2.04469 -0.76924 0.559
C 0.84112 -0.97725 0.09611 0.132
C -1.81810 1.08851 -0.13186 -0.043
C 1.96348 -0.06005 -0.18824 0.008
N -0.93839 1.08824 0.75861 0.897
N -2.26980 2.28764 -0.41304 0.037
N -2.61975 0.07740 -0.75454 0.031
N -3.08304 -0.96896 0.02254 0.002
N 0.03886 -0.59955 1.13336 0.348
O -4.20111 -1.33415 -0.19522 0.003
O -2.33417 -1.56312 0.75747 -0.004
H 0.07540 -2.89805 -0.51352 0.023
H 1.54873 -2.32273 -1.44893 0.010
H 1.88166 0.82709 -0.84442 0.015
H 2.86758 -0.70801 -0.45029 0.005
H 2.22881 0.42541 0.74148 0.000
H -2.05979 3.08703 0.13128 -0.010
H -3.14745 2.45086 -0.81018 0.008
H -3.25867 0.30126 -1.49772 0.002
H 0.35962 0.03244 1.92470 -0.012
H -0.70480 -1.35734 1.39916 -0.013